41
Properties=species:S:1:pos:R:3 method="wB97M-V/def2-TZVPD" lumo_energy_ev=-4.5 charge=+1 gap_ev=3.991 mol_weight_g_mol=341.14 max_force_ev_per_a=4.1 e_above_lowest_kj_mol=68.6
C 2.24360 0.55354 1.76630
C 1.09410 1.12636 2.47435
C -0.18527 0.50647 2.56383
Fe -1.29407 0.49426 0.79361
C -1.75776 -1.23807 1.22614
O -1.84695 -2.37568 1.45662
C -0.02262 -0.30154 -0.31260
O 0.59321 -0.91005 -1.09013
C -3.02101 1.48489 1.21592
C -3.09917 0.72694 -0.00942
C -2.07227 1.21344 -0.89492
C -1.37059 2.27579 -0.21457
C -1.94940 2.43110 1.08394
H 3.14961 0.68945 2.37536
H 2.07073 -0.51610 1.56169
H 2.43607 1.00633 0.77762
H 1.20349 2.16062 2.83975
H -0.17637 -0.54639 2.91622
H -0.89710 1.12199 3.15145
H -3.68845 1.39863 2.06694
H -3.83903 -0.02678 -0.24791
H -1.93392 0.92334 -1.92768
H -0.59038 2.89882 -0.63670
H -1.67157 3.19252 1.80523
C 4.87174 -2.17344 4.47114
Li 3.56679 1.88580 6.73129
C 3.89828 -2.03971 3.45036
C 2.83060 -1.25159 3.95706
C 3.17173 -0.79802 5.26180
C 4.48044 -1.32933 5.57657
C 5.06705 -0.95244 6.78920
C 4.28912 -0.31641 7.76286
C 2.91190 -0.08362 7.55045
C 2.38844 -0.16899 6.24798
H 5.77481 -2.76822 4.46691
H 3.96969 -2.44594 2.45106
H 1.85763 -1.06136 3.52421
H 6.10293 -1.23173 7.00342
H 4.68274 -0.17918 8.77793
H 2.26100 0.14875 8.40350
H 1.32687 0.01475 6.04309